Entry 1:
This record from the OMol25 dataset describes a structure of composition C7H12CoO3 in a non-equilibrium geometry. The level of theory is wB97M-V/def2-TZVPD.

The geometry in XYZ format:
```
23
Properties=species:S:1:pos:R:3
C 2.2879 -2.4177 0.2737
C 3.3670 -2.8556 0.9246
H 0.7846 -0.3030 1.9812
H 1.2966 -2.4316 0.7324
H 4.2121 -3.3002 0.3936
H 3.4746 -2.7269 2.0044
H 2.3433 -2.3841 -0.8224
O -3.5768 0.9448 -3.3058
C -2.4270 0.9250 -2.7953
O -1.3921 0.7928 -3.4993
O -2.3473 1.0349 -1.4701
C -1.0539 0.9999 -0.8788
C -1.2475 1.1786 0.6178
C -0.0573 1.3714 1.4104
C 0.3115 0.5876 2.5393
Co -2.5932 0.7237 -4.9673
H -0.4285 1.8023 -1.2917
H -0.5743 0.0349 -1.0855
H -1.9547 0.4736 1.0749
H -1.6901 2.1938 0.8108
H 0.6343 2.1669 1.1048
H 1.1451 1.0046 3.1157
H -0.5145 0.1844 3.1326
```

Its spin multiplicity is 6. For the frontier orbital gap (alpha / beta), the calculation gives 3.8 / 5.2 eV. The net charge is +2. The value obtained for the molecular weight is 203.1 Da.

These are the Mulliken partial charges, in e, on atoms 1 to 8: atom 1 (C): -0.10, atom 2 (C): -0.23, atom 3 (H): -0.14, atom 4 (H): 0.39, atom 5 (H): 0.30, atom 6 (H): 0.31, atom 7 (H): 0.30, atom 8 (O): -0.68



Entry 2:
This record from the OMol25 dataset describes a cluster of 2 separate species, C7H12FN3 in total in a non-equilibrium geometry. The level of theory is wB97M-V/def2-TZVPD.

The geometry in XYZ format:
```
23
Properties=species:S:1:pos:R:3
C -1.8870 1.1096 0.1340
C 0.3115 -1.4176 -0.3305
C 1.2215 0.5497 -1.1614
C -0.7378 1.8834 -0.1968
C -0.2052 -0.2632 0.5168
C -2.5887 -1.2377 0.6862
C 3.2347 0.2625 0.4650
N 1.1664 -0.8422 -1.2033
N -1.6497 -0.1032 0.4461
N 0.3637 0.8782 -0.1417
F 2.5940 -0.7823 1.0077
H -2.9573 1.4756 0.1353
H 0.2414 -2.4728 -0.2180
H 1.5648 1.2302 -1.8539
H -0.8634 2.1085 -1.3336
H -0.5056 2.8111 0.1995
H 0.1398 -0.3456 1.6067
H -2.1793 -1.8383 1.5130
H -2.7371 -1.7560 -0.2485
H -3.6042 -0.9719 0.9373
H 3.4458 0.9721 1.2444
H 3.9854 0.1837 -0.3473
H 1.6462 -1.4338 -1.8571
```

For the frontier orbital gap (alpha / beta), the calculation gives 7.2 / 7.8 eV. The net charge is +2. The value obtained for the molecular weight is 157.2 Da.

These are the Mulliken partial charges, in e, on atoms 1 to 8: atom 1 (C): 0.11, atom 2 (C): -0.57, atom 3 (C): -0.54, atom 4 (C): -0.74, atom 5 (C): 0.08, atom 6 (C): -0.81, atom 7 (C): -0.24, atom 8 (N): 0.09



Entry 3:
This record from the OMol25 dataset describes a cluster of 2 separate species, C7H12INSi in total in a non-equilibrium geometry. The level of theory is wB97M-V/def2-TZVPD.

The geometry in XYZ format:
```
22
Properties=species:S:1:pos:R:3
C 0.4123 2.5262 1.0229
C 1.2800 1.9507 2.0465
C -0.1675 1.6966 0.1429
C 1.2552 0.6156 2.0780
C -0.8351 2.1636 -1.0462
C -0.2321 -3.1921 -1.5261
C -0.5452 -1.7712 -1.3789
N 0.4523 -1.1769 -0.2997
Si 0.0358 -0.0692 0.8428
I 2.0287 -0.5497 3.6779
H 0.4409 3.6244 0.9329
H 1.8323 2.6433 2.7282
H -1.8939 1.7651 -0.9913
H -0.3631 1.6289 -1.9481
H -0.7671 3.2552 -1.2435
H -0.8904 -3.6341 -0.8574
H -0.4023 -3.6471 -2.5049
H 0.7226 -3.5466 -1.1599
H -0.3439 -1.1593 -2.2776
H -1.5609 -1.6434 -1.1753
H 1.3085 -1.6273 0.0162
H -1.7672 0.1473 2.9207
```

For the frontier orbital gap (alpha / beta), the calculation gives 7.4 / 7.0 eV. The net charge is 0. The value obtained for the molecular weight is 265.2 Da.

These are the Mulliken partial charges, in e, on atoms 1 to 8: atom 1 (C): -0.49, atom 2 (C): -0.41, atom 3 (C): 0.59, atom 4 (C): -0.05, atom 5 (C): -0.99, atom 6 (C): -1.23, atom 7 (C): -0.25, atom 8 (N): -0.19



Entry 4:
This record from the OMol25 dataset describes a cluster of 2 separate species, C7H12N in total in a non-equilibrium geometry. The level of theory is wB97M-V/def2-TZVPD.

The geometry in XYZ format:
```
20
Properties=species:S:1:pos:R:3
C 1.8148 -0.6134 1.7043
C 2.1348 0.1539 0.8291
C -1.4162 -0.4531 1.0238
C -0.4493 -1.2201 -0.6429
C -1.2702 -0.1566 -0.4925
C 2.5932 1.2743 0.0267
C -1.7929 0.9759 -1.3259
N -0.5265 -1.6037 0.7688
H 1.8590 -1.4135 2.5259
H -1.0935 0.2838 1.8314
H -2.4220 -0.6168 1.4350
H 0.0874 -1.7927 -1.3224
H 3.5600 1.0798 -0.1004
H 2.4662 2.2494 0.5751
H 1.9358 1.2392 -0.8471
H -1.0149 1.6776 -1.7662
H -2.4771 1.6172 -0.7769
H -2.3245 0.5286 -2.0807
H 0.5147 -1.2217 1.1833
H -0.5625 -2.5438 1.1451
```

For the frontier orbital gap, the calculation gives 11.1 eV. The net charge is +1. The value obtained for the molecular weight is 110.2 Da.

These are the Mulliken partial charges, in e, on atoms 1 to 8: atom 1 (C): -0.32, atom 2 (C): 0.16, atom 3 (C): -0.61, atom 4 (C): -0.86, atom 5 (C): 0.93, atom 6 (C): -1.04, atom 7 (C): -1.13, atom 8 (N): -0.04



Entry 5:
This record from the OMol25 dataset describes a structure of composition C7H12N in a non-equilibrium geometry. The level of theory is wB97M-V/def2-TZVPD.

The geometry in XYZ format:
```
20
Properties=species:S:1:pos:R:3
C -0.3564 1.1574 1.9833
C -1.2483 1.9753 1.1115
C 0.5696 0.7009 -0.5285
C -0.4732 0.8206 0.5860
C -0.5559 -0.2581 -0.3404
C -1.4086 -1.2428 -0.9740
C 1.9441 -1.4287 -1.0855
N 1.2649 -0.5632 -0.1177
H 0.6040 1.5001 2.4070
H -0.9061 0.6098 2.7670
H -2.3977 2.0012 1.2019
H -0.9668 2.9610 0.8510
H 0.8991 1.3828 -1.3546
H -1.3765 -1.9401 -0.2501
H -1.1245 -1.5639 -1.9789
H -2.5292 -0.8287 -0.9383
H 1.6905 -1.0895 -2.0987
H 3.0412 -1.1900 -1.0881
H 1.7498 -2.4340 -0.9832
H 1.5801 -0.5702 0.8305
```

For the frontier orbital gap, the calculation gives 10.7 eV. The net charge is +1. The value obtained for the molecular weight is 110.2 Da.

These are the Mulliken partial charges, in e, on atoms 1 to 8: atom 1 (C): -0.67, atom 2 (C): -0.62, atom 3 (C): -0.49, atom 4 (C): 0.48, atom 5 (C): 0.77, atom 6 (C): -1.22, atom 7 (C): -0.96, atom 8 (N): -0.08



Entry 6:
This record from the OMol25 dataset describes the molecule C7H12N2 in a non-equilibrium geometry. The level of theory is wB97M-V/def2-TZVPD.

The geometry in XYZ format:
```
21
Properties=species:S:1:pos:R:3
C 0.4149 1.6068 2.1794
C 0.7573 1.2599 0.7241
C 0.3961 0.3283 -0.2226
C 1.3373 -0.2371 -1.2236
C 0.9511 -1.7181 -1.3658
C -0.5890 -1.7860 -1.2038
C -0.8349 -0.5543 -0.3070
N -1.9267 -0.4766 0.3307
N -2.3071 0.7979 0.8667
H 1.2273 1.3175 2.8810
H -0.4875 1.2374 2.6161
H 0.3541 2.7060 2.3183
H 1.6284 1.8892 0.3654
H 1.2486 0.2723 -2.1742
H 2.4183 0.0462 -0.8891
H 1.4944 -2.4713 -0.6610
H 1.2514 -2.1792 -2.3508
H -1.0966 -2.6881 -0.6929
H -1.1182 -1.7278 -2.2050
H -3.3059 0.8993 0.6566
H -1.8131 1.4777 0.3574
```

For the frontier orbital gap, the calculation gives 8.8 eV. The net charge is 0. Its SMILES is C/C=C1/CCC/C1=N/N. The value obtained for the molecular weight is 124.2 Da.

These are the Mulliken partial charges, in e, on atoms 1 to 8: atom 1 (C): -1.23, atom 2 (C): -0.37, atom 3 (C): 0.79, atom 4 (C): -0.90, atom 5 (C): -0.57, atom 6 (C): -0.40, atom 7 (C): 0.29, atom 8 (N): -0.50



Entry 7:
This record from the OMol25 dataset describes a cluster of 3 separate species, C7H12N2 in total in a non-equilibrium geometry. The level of theory is wB97M-V/def2-TZVPD.

The geometry in XYZ format:
```
21
Properties=species:S:1:pos:R:3
C -1.1276 2.1736 -0.1594
C -0.2683 0.8993 -0.0222
C 1.0159 1.2434 -0.3802
C 2.2194 0.2854 -0.0113
C 2.1602 -0.9686 -0.2097
C -0.7646 -0.4506 0.5320
C -0.5983 -0.7051 2.0133
H -2.0136 2.2122 -1.0934
H -0.4545 3.0222 -0.0259
H -1.7522 2.0167 0.9189
H 0.9551 2.3651 -0.4478
H 3.0780 0.9576 -0.3202
H 3.0431 -1.5948 0.0694
H 1.3017 -1.6349 -0.2035
H -1.5419 -0.0378 2.3615
H 0.4487 0.0043 2.4069
H -0.2923 -2.0892 2.5239
H -0.2740 -2.1099 -2.0830
H -0.5334 -0.3106 -1.5977
N -1.2854 -1.3116 -0.2632
N -1.2553 -1.2120 -1.6060
```

For the frontier orbital gap, the calculation gives 9.1 eV. The net charge is 0. The value obtained for the molecular weight is 124.2 Da.

These are the Mulliken partial charges, in e, on atoms 1 to 8: atom 1 (C): -1.07, atom 2 (C): 0.20, atom 3 (C): -0.03, atom 4 (C): -0.42, atom 5 (C): -0.58, atom 6 (C): 0.32, atom 7 (C): -0.72, atom 8 (H): 0.22



Entry 8:
This record from the OMol25 dataset describes a cluster of 2 separate species, C7H12N2 in total in a non-equilibrium geometry. The level of theory is wB97M-V/def2-TZVPD.

The geometry in XYZ format:
```
21
Properties=species:S:1:pos:R:3
C 2.7445 1.1609 0.2722
C 1.4807 0.5723 -0.3844
C 1.6929 -0.5708 -1.2400
C 0.2507 1.1023 -0.2339
C -1.0038 0.7590 -0.7042
N -2.0883 0.7270 -0.0365
N -2.1064 1.1733 1.1646
H 3.3232 0.3239 0.5734
H 2.6260 1.7542 1.2162
H 3.3347 1.6323 -0.5392
H 0.8016 -1.2202 -1.1564
H 1.6762 -0.0794 -2.2264
H 2.6420 -0.9208 -0.8900
H 0.2505 2.0525 0.3206
H -1.0339 0.5382 -1.7662
H -3.1293 1.3340 1.4884
H -1.4091 1.8011 1.4640
C -3.4837 -2.9479 0.4745
C -3.9277 -2.1051 -0.2695
H -3.0289 -3.6959 1.1381
H -4.2540 -1.4494 -0.9802
```

For the frontier orbital gap, the calculation gives 8.9 eV. The net charge is 0. Its SMILES is CC(C)=C/C=N\N.C#C. The value obtained for the molecular weight is 124.2 Da.

These are the Mulliken partial charges, in e, on atoms 1 to 8: atom 1 (C): -1.33, atom 2 (C): 0.75, atom 3 (C): -1.29, atom 4 (C): -0.63, atom 5 (C): -0.17, atom 6 (N): -0.14, atom 7 (N): -0.46, atom 8 (H): 0.40



Entry 9:
This record from the OMol25 dataset describes the molecule C7H12N2 in a non-equilibrium geometry. The level of theory is wB97M-V/def2-TZVPD.

The geometry in XYZ format:
```
21
Properties=species:S:1:pos:R:3
C 2.7390 0.1172 1.2745
C 1.3125 -0.0817 1.2882
C 0.4849 0.8028 2.1759
C 0.3455 -0.6949 0.2939
C 0.4095 -2.1035 0.3013
C -0.5253 -0.0214 -0.7565
C -1.5730 -0.7232 -1.8352
N -0.3672 1.2410 -0.9065
N -1.2634 1.6830 -1.8375
H 2.7699 1.0279 2.0130
H 3.5033 -0.0733 0.2598
H -0.0831 0.1213 2.8342
H -0.4732 1.4269 1.6415
H 0.9069 1.3077 2.9045
H -0.0910 -2.5916 -0.4875
H 1.0326 -2.7032 0.8480
H -2.5920 -0.3664 -1.6243
H -1.1963 -0.7731 -2.8351
H -1.8841 -1.6590 -1.2443
H -1.3255 2.7591 -1.8003
H -2.1301 1.3043 -2.5076
```

For the frontier orbital gap, the calculation gives 8.6 eV. The net charge is 0. Its SMILES is C=C(C)C(=C)/C(C)=N/N. The value obtained for the molecular weight is 124.2 Da.

These are the Mulliken partial charges, in e, on atoms 1 to 8: atom 1 (C): -0.72, atom 2 (C): 0.21, atom 3 (C): -1.39, atom 4 (C): 0.91, atom 5 (C): -1.36, atom 6 (C): 0.73, atom 7 (C): -1.49, atom 8 (N): -0.32



Entry 10:
This record from the OMol25 dataset describes the molecule C7H12N2 in a non-equilibrium geometry. The level of theory is wB97M-V/def2-TZVPD.

The geometry in XYZ format:
```
21
Properties=species:S:1:pos:R:3
C 0.5700 -1.0587 1.3766
C 0.5530 -0.7457 -0.1488
C 1.9444 -0.5464 -0.6636
C 1.0381 0.6153 -0.5970
N 0.6863 1.5451 0.3986
C -0.8435 1.4563 0.3781
C -1.5388 0.3536 -0.4166
N -1.8228 -0.9814 0.1476
C -0.7532 -0.8179 -0.7805
H -0.1165 -0.3641 1.7893
H 1.5346 -0.9814 1.8746
H 0.2851 -2.0858 1.5499
H 2.2115 -0.8260 -1.6566
H 2.7263 -0.7295 0.0550
H 0.6183 0.8327 -1.5999
H 0.9485 2.5172 0.1228
H -1.2456 2.3979 -0.0274
H -1.2269 1.5064 1.4593
H -2.0909 0.6816 -1.2671
H -2.6383 -1.4162 -0.2734
H -0.8395 -1.3528 -1.7211
```

For the frontier orbital gap, the calculation gives 9.5 eV. The net charge is 0. Its SMILES is C[C@]12C[C@@H]1NC[C@@H]1N[C@@H]12. The value obtained for the molecular weight is 124.2 Da.

These are the Mulliken partial charges, in e, on atoms 1 to 8: atom 1 (C): -1.31, atom 2 (C): 0.84, atom 3 (C): -0.91, atom 4 (C): 0.07, atom 5 (N): -0.43, atom 6 (C): -1.05, atom 7 (C): 0.07, atom 8 (N): -0.66



Entry 11:
This record from the OMol25 dataset describes the molecule C7H12N2O in a non-equilibrium geometry. The level of theory is wB97M-V/def2-TZVPD.

The geometry in XYZ format:
```
22
Properties=species:S:1:pos:R:3
H -2.9400 -0.8149 -1.8232
N -2.4410 -1.5879 -1.3939
C -1.5791 -1.2577 -0.5162
C -0.8710 -2.3957 0.1321
O -0.0931 -2.3219 1.0403
N -1.2703 0.0078 -0.1191
C -0.2549 0.3794 0.8052
C -0.5703 0.6579 2.0595
C 1.1368 0.6038 0.2432
C 1.4906 -0.3271 -0.9156
C 1.2488 2.0644 -0.2142
H -1.1580 -3.3494 -0.3288
H -1.7373 0.7615 -0.6086
H 0.1753 0.9681 2.7691
H -1.5800 0.5611 2.4256
H 1.8522 0.4428 1.0540
H 1.6257 -1.3439 -0.5595
H 2.4195 -0.0055 -1.3828
H 0.7133 -0.3253 -1.6747
H 2.2580 2.2781 -0.5562
H 1.0098 2.7426 0.6048
H 0.5651 2.2620 -1.0408
```

For the frontier orbital gap, the calculation gives 9.7 eV. The net charge is 0. Its SMILES is [H]/N=C(/C=O)NC(=C)C(C)C. The value obtained for the molecular weight is 140.2 Da.

These are the Mulliken partial charges, in e, on atoms 1 to 8: atom 1 (H): 0.20, atom 2 (N): -0.77, atom 3 (C): 0.49, atom 4 (C): 0.07, atom 5 (O): -0.45, atom 6 (N): -0.09, atom 7 (C): 0.02, atom 8 (C): -1.03